1.
{
  "formula": "C16H25Cl2O4P2Sc",
  "method": "wB97M-V/def2-TZVPD",
  "symbols": ["C", "C", "H", "H", "H", "O", "Cl", "Sc", "P", "C", "C", "H", "H", "H", "H", "H", "H", "C", "H", "H", "H", "P", "C", "C", "H", "H", "H", "C", "H", "H", "H", "H", "H", "H", "C", "O", "Cl", "C", "C", "C", "C", "C", "C", "C", "O", "O", "H", "H", "H", "H"],
  "positions_angstrom": [[4.744, -0.075, -2.205], [3.420, -0.416, -1.632], [5.273, -0.990, -2.519], [5.366, 0.459, -1.467], [4.631, 0.576, -3.084], [2.975, -1.509, -1.312], [2.267, 1.120, -1.270], [-0.147, 0.678, 0.095], [1.318, -0.171, 2.162], [1.008, -1.668, 3.157], [3.112, -0.310, 1.844], [3.621, -0.492, 2.799], [1.994, 0.909, 4.232], [3.460, 0.621, 1.372], [1.516, 2.106, 2.963], [1.191, -2.560, 2.543], [3.287, -1.149, 1.158], [1.273, 1.141, 3.432], [1.677, -1.679, 4.030], [0.262, 1.221, 3.857], [-0.043, -1.675, 3.485], [-0.969, 0.326, -2.480], [-2.121, -0.972, -3.056], [-1.940, 1.820, -2.931], [1.031, 0.989, -3.718], [-0.331, 0.599, -4.825], [0.589, -0.700, -4.043], [0.192, 0.310, -3.902], [-1.355, 2.720, -2.700], [-2.208, 1.810, -4.000], [-2.532, -0.727, -4.048], [-2.940, -1.082, -2.333], [-2.855, 1.861, -2.327], [-1.588, -1.928, -3.123], [0.324, -1.497, -0.192], [0.514, -2.636, -0.278], [-6.765, 2.014, 5.399], [-5.471, 1.958, 4.268], [-5.602, 1.165, 3.115], [-4.537, 1.021, 2.224], [-3.324, 1.642, 2.518], [-3.191, 2.464, 3.649], [-4.256, 2.589, 4.547], [-2.144, 1.348, 1.642], [-2.094, 0.201, 1.037], [-1.133, 2.137, 1.466], [-6.553, 0.690, 2.903], [-4.663, 0.454, 1.302], [-2.273, 3.023, 3.832], [-4.195, 3.176, 5.453]],
  "orbital_gap_ev": 6.04,
  "max_force_ha_per_bohr": 0.1129,
  "lumo_ev": -7.8,
  "charge": 2,
  "total_energy_ev": -89499.2672,
  "relative_energy_kj_mol": 0.0
}

2.
{
  "formula": "C16H25F9O5S",
  "method": "wB97M-V/def2-TZVPD",
  "symbols": ["C", "C", "C", "O", "C", "C", "O", "C", "C", "C", "C", "C", "C", "F", "F", "C", "F", "F", "S", "F", "F", "F", "F", "F", "C", "C", "O", "O", "C", "C", "O", "H", "H", "H", "H", "H", "H", "H", "H", "H", "H", "H", "H", "H", "H", "H", "H", "H", "H", "H", "H", "H", "H", "H", "H", "H"],
  "positions_angstrom": [[4.570, -1.163, 0.689], [4.403, 0.371, 0.535], [3.796, 1.057, 1.796], [3.200, 2.291, 1.390], [1.827, 2.162, 1.105], [1.454, 2.770, -0.270], [0.030, 2.741, -0.338], [-0.471, 2.285, -1.576], [-2.024, 2.358, -1.442], [-2.483, 1.646, -0.140], [-3.520, 0.503, -0.400], [-3.876, -0.167, 0.956], [-3.691, -1.692, 1.023], [-3.309, -2.265, -0.121], [-4.939, -2.207, 1.262], [-2.849, -2.154, 2.253], [-3.107, -1.465, 3.339], [-3.228, -3.399, 2.538], [-0.984, -2.215, 1.996], [-1.092, -3.439, 0.997], [-0.860, -3.276, 3.200], [-0.770, -1.069, 3.100], [-1.011, -1.129, 0.833], [0.595, -2.286, 1.838], [-0.126, 0.803, -1.887], [0.954, 0.653, -2.969], [1.483, 1.552, -3.467], [1.308, -0.624, -3.415], [1.312, -1.569, -2.397], [0.323, -2.734, -2.524], [2.045, -1.522, -1.488], [5.521, -1.352, 1.208], [4.631, -1.595, -0.318], [3.720, -1.606, 1.223], [3.711, 0.592, -0.293], [5.361, 0.872, 0.339], [3.104, 0.401, 2.348], [4.630, 1.293, 2.478], [1.473, 1.114, 1.118], [1.208, 2.708, 1.842], [1.966, 2.275, -1.105], [1.794, 3.822, -0.251], [-0.207, 2.978, -2.389], [-2.288, 3.420, -1.347], [-2.518, 1.892, -2.306], [-1.665, 1.190, 0.433], [-2.987, 2.368, 0.520], [-4.418, 1.018, -0.777], [-3.182, -0.173, -1.195], [-4.920, 0.075, 1.191], [-3.293, 0.344, 1.738], [0.148, 0.239, -0.984], [-1.020, 0.321, -2.320], [0.353, -3.182, -3.525], [-0.674, -2.346, -2.265], [0.590, -3.487, -1.775]],
  "orbital_gap_ev": 9.71,
  "max_force_ha_per_bohr": 0.0682,
  "lumo_ev": 0.3,
  "total_energy_ev": -62524.9261,
  "smiles": "CCCOCCO[C@H](CCCCC(F)(F)C(F)(F)S(F)(F)(F)(F)F)CC(=O)OC(C)=O"
}

3.
{
  "formula": "C16H25N3O3S2",
  "method": "wB97M-V/def2-TZVPD",
  "symbols": ["C", "C", "C", "C", "C", "C", "C", "N", "C", "N", "C", "C", "C", "C", "H", "C", "H", "C", "O", "H", "H", "H", "H", "H", "H", "H", "H", "H", "H", "S", "H", "H", "S", "O", "O", "N", "C", "H", "H", "H", "C", "H", "H", "H", "H", "H", "H", "H", "H"],
  "positions_angstrom": [[3.018, -2.462, 1.175], [2.454, -1.316, 0.395], [3.205, -0.179, 0.139], [2.665, 0.915, -0.522], [1.379, 0.822, -1.013], [0.627, -0.315, -0.826], [1.126, -1.363, -0.059], [0.309, -2.437, 0.280], [-1.070, -2.453, 0.234], [-1.757, -1.369, 0.641], [-3.196, -1.328, 0.473], [-3.903, -1.655, 1.785], [-3.465, -0.656, 2.850], [-1.943, -0.662, 2.966], [-1.605, 0.102, 3.666], [-1.248, -0.415, 1.616], [-0.180, -0.590, 1.761], [-1.366, 1.052, 1.145], [-0.165, 1.708, 1.492], [-0.016, 2.457, 0.895], [-2.211, 1.550, 1.640], [-1.533, 1.095, 0.064], [-1.623, -1.636, 3.342], [-3.905, -0.913, 3.815], [-3.818, 0.340, 2.578], [-4.982, -1.617, 1.638], [-3.634, -2.669, 2.088], [-3.473, -2.046, -0.301], [-3.467, -0.322, 0.142], [-1.785, -3.857, -0.281], [0.716, -3.361, 0.208], [-0.363, -0.361, -1.247], [0.534, 2.229, -1.738], [-0.772, 1.797, -2.145], [0.605, 3.312, -0.791], [1.344, 2.702, -3.111], [1.364, 1.700, -4.147], [2.149, 0.950, -3.982], [1.528, 2.181, -5.111], [0.392, 1.216, -4.148], [2.560, 3.455, -2.934], [3.440, 2.806, -2.847], [2.697, 4.122, -3.786], [2.444, 4.049, -2.031], [3.228, 1.827, -0.631], [4.220, -0.128, 0.505], [4.015, -2.227, 1.538], [3.081, -3.356, 0.553], [2.380, -2.692, 2.027]],
  "orbital_gap_ev": 8.62,
  "max_force_ha_per_bohr": 0.0223,
  "lumo_ev": 0.6,
  "total_energy_ev": -49281.1194,
  "relative_energy_kj_mol": 0.0,
  "smiles": "Cc1ccc(S(=O)(=O)N(C)C)cc1NC(=S)N1CCCC[C@@H]1CO"
}

4.
{
  "formula": "C16H25N5O6Pb",
  "method": "wB97M-V/def2-TZVPD",
  "symbols": ["O", "H", "Pb", "N", "N", "N", "N", "O", "O", "O", "O", "C", "C", "C", "C", "C", "H", "H", "H", "C", "H", "H", "H", "C", "C", "H", "H", "H", "H", "H", "H", "H", "H", "C", "H", "H", "H", "O", "H", "H", "N", "C", "C", "C", "C", "C", "C", "C", "H", "H", "H", "H", "H"],
  "positions_angstrom": [[4.506, 3.156, -1.229], [5.333, 3.649, -1.103], [1.856, 0.312, 0.153], [0.687, -1.616, -1.014], [1.400, 0.424, -2.348], [0.487, -0.067, 2.052], [1.236, 2.308, 1.309], [0.171, -2.481, -0.204], [-0.134, -1.291, 2.290], [1.574, 3.635, 0.975], [1.701, 1.530, -2.841], [1.001, -0.632, -3.122], [0.598, -1.778, -2.369], [0.214, 0.916, 2.917], [0.638, 2.231, 2.491], [0.228, -3.076, -2.999], [-0.780, -3.394, -2.702], [0.936, -3.861, -2.695], [0.248, -3.007, -4.093], [1.073, -0.518, -4.599], [2.068, -0.161, -4.913], [0.335, 0.215, -4.961], [0.869, -1.477, -5.083], [-0.486, 0.724, 4.226], [0.412, 3.476, 3.266], [-0.452, -0.321, 4.550], [-1.545, 1.023, 4.176], [-0.016, 1.343, 5.006], [0.404, 4.331, 2.584], [1.212, 3.633, 4.006], [-0.524, 3.446, 3.833], [-0.025, -1.764, 1.408], [1.883, 3.580, 0.049], [4.713, 1.838, -0.694], [4.199, 1.150, -1.388], [4.254, 1.798, 0.317], [5.776, 1.529, -0.612], [3.202, -1.841, 1.404], [3.046, -1.945, 2.363], [3.063, -2.727, 1.018], [-1.100, 0.748, -0.399], [-2.142, 0.215, -0.339], [-3.372, -0.509, -0.229], [-3.322, -1.816, 0.264], [-4.487, -2.569, 0.421], [-5.722, -2.018, 0.065], [-5.782, -0.713, -0.442], [-4.610, 0.043, -0.587], [-2.355, -2.247, 0.521], [-4.422, -3.584, 0.820], [-6.637, -2.608, 0.182], [-6.751, -0.290, -0.724], [-4.660, 1.060, -0.978]],
  "orbital_gap_ev": [4.04, 4.03],
  "max_force_ha_per_bohr": 0.0761,
  "lumo_ev": [-1.1, -1.1],
  "total_energy_ev": -41972.1857,
  "relative_energy_kj_mol": 0.0
}

5.
{
  "formula": "C16H25N7Tm",
  "method": "wB97M-V/def2-TZVPD",
  "symbols": ["Tm", "C", "C", "N", "C", "C", "C", "C", "C", "C", "C", "N", "C", "C", "N", "N", "H", "H", "H", "H", "H", "H", "H", "H", "H", "H", "H", "H", "H", "H", "H", "H", "H", "H", "C", "C", "N", "C", "C", "N", "H", "H", "H", "H", "H", "H", "N", "C", "H"],
  "positions_angstrom": [[-6.698, 0.288, 12.828], [-5.758, 3.306, 13.628], [-5.806, 3.302, 12.082], [-6.839, 2.357, 11.568], [-6.679, 2.047, 10.147], [-5.559, 1.037, 9.919], [-4.836, 0.823, 8.777], [-3.755, -0.070, 8.752], [-3.453, -0.721, 9.940], [-4.242, -0.557, 11.071], [-3.859, -1.204, 12.384], [-4.522, -0.547, 13.534], [-3.873, 0.649, 14.144], [-4.870, 1.372, 14.971], [-5.981, 1.941, 14.267], [-5.261, 0.313, 11.046], [-6.541, 3.957, 14.034], [-4.764, 3.749, 13.931], [-4.799, 3.002, 11.668], [-6.015, 4.300, 11.719], [-7.756, 2.891, 11.634], [-6.435, 3.000, 9.610], [-7.609, 1.673, 9.784], [-5.138, 1.413, 7.897], [-3.223, -0.264, 7.814], [-2.535, -1.311, 10.072], [-2.776, -1.258, 12.359], [-4.259, -2.230, 12.342], [-4.505, -1.260, 14.258], [-3.439, 1.306, 13.344], [-2.973, 0.395, 14.727], [-4.336, 2.181, 15.547], [-5.351, 0.724, 15.741], [-6.788, 2.025, 14.876], [-9.431, 0.109, 15.600], [-9.748, 0.517, 14.216], [-8.937, 0.581, 13.160], [-9.762, 0.742, 12.010], [-11.021, 0.887, 12.447], [-10.996, 0.785, 13.824], [-8.362, 0.019, 15.731], [-9.907, -0.911, 15.846], [-9.817, 0.867, 16.298], [-9.449, 0.606, 10.984], [-11.952, 1.017, 11.884], [-11.790, 0.693, 14.440], [-7.788, -2.893, 13.853], [-7.423, -1.921, 13.374], [-8.006, -3.784, 14.261]],
  "orbital_gap_ev": [9.00, 9.06],
  "max_force_ha_per_bohr": 0.0635,
  "lumo_ev": [-9.4, -9.3],
  "charge": 3,
  "total_energy_ev": -56935.4544,
  "multiplicity": 3,
  "relative_energy_kj_mol": 0.0
}